{"formula": "C57H123N6O9", "method": "the ωB97M-V functional and the def2-TZVPD basis", "e_homo_ev": -11.96, "charge": 3, "de_lowest_ev": 1.6083, "elements": ["O", "O", "O", "O", "O", "O", "O", "O", "O", "N", "N", "N", "N", "N", "N", "C", "C", "C", "C", "C", "C", "C", "C", "C", "C", "C", "C", "C", "C", "C", "C", "C", "C", "C", "C", "C", "C", "C", "C", "C", "C", "C", "C", "C", "C", "C", "C", "C", "C", "C", "C", "C", "C", "C", "C", "C", "C", "C", "C", "C", "C", "C", "C", "C", "C", "C", "C", "C", "C", "C", "C", "C", "H", "H", "H", "H", "H", "H", "H", "H", "H", "H", "H", "H", "H", "H", "H", "H", "H", "H", "H", "H", "H", "H", "H", "H", "H", "H", "H", "H", "H", "H", "H", "H", "H", "H", "H", "H", "H", "H", "H", "H", "H", "H", "H", "H", "H", "H", "H", "H", "H", "H", "H", "H", "H", "H", "H", "H", "H", "H", "H", "H", "H", "H", "H", "H", "H", "H", "H", "H", "H", "H", "H", "H", "H", "H", "H", "H", "H", "H", "H", "H", "H", "H", "H", "H", "H", "H", "H", "H", "H", "H", "H", "H", "H", "H", "H", "H", "H", "H", "H", "H", "H", "H", "H", "H", "H", "H", "H", "H", "H", "H", "H", "H", "H", "H", "H", "H", "H", "H", "H", "H", "H", "H", "H"], "positions_angstrom": [[0.9000, -2.1684, -2.6574], [0.2609, 1.6430, -2.6705], [-1.3434, 3.8661, 2.0129], [0.9597, -2.9048, -4.8196], [0.3345, 2.0542, -0.4302], [0.9488, -0.7532, -4.2807], [1.0530, 0.1740, -1.2856], [-2.1375, 3.6449, 0.0010], [-3.3609, 4.3717, 1.7226], [4.2058, -1.3955, 1.8667], [-1.6525, 0.4121, 3.6806], [-1.4739, 4.7760, -4.0011], [-1.9141, -6.7718, 2.2465], [3.2163, 4.6761, 0.7974], [-2.7106, -1.4432, -4.2226], [-0.7767, -5.5148, 0.3247], [-4.2098, 0.4489, -3.9370], [-0.6170, -2.9435, 0.2601], [0.8049, 0.5252, 4.1618], [-1.3760, -5.8441, -4.5679], [-3.5848, 1.4209, 5.2210], [5.7170, -1.3744, 1.8274], [3.6744, -2.3739, 2.9347], [-2.1061, -0.5596, -3.1353], [2.4838, -5.1006, 3.9050], [2.2089, -2.8344, 2.7375], [-4.2370, -1.0350, -4.1955], [4.5032, 3.6090, 4.4560], [3.4767, 3.4128, -0.1091], [-3.1141, -6.8285, 3.1961], [-2.8216, -5.4093, -4.4282], [0.5610, 3.9470, -5.5454], [3.5446, -0.0136, 1.9689], [-0.6326, 5.8415, -1.9300], [3.4791, 5.4505, -1.5906], [3.9836, -1.8825, 0.4194], [4.1953, 4.7594, 5.3336], [3.4638, 3.9221, -1.5886], [-2.4266, -2.9632, -3.8822], [-2.2918, 3.9233, 1.2849], [0.5649, 1.3128, -1.4459], [-0.7803, -6.9799, 3.2339], [-1.0325, 3.9257, -5.1462], [0.9232, 3.3804, -6.9600], [-0.6817, -4.2492, -0.5405], [1.6739, 4.8159, 1.0730], [-3.0642, 0.4725, -2.8724], [-1.3821, 6.8551, -2.8481], [0.5094, 1.8946, -7.2589], [4.9992, -1.3083, -0.4661], [-2.8090, -7.8659, 4.2928], [-0.6595, 4.5636, -2.6813], [-2.0918, -1.0332, -5.6075], [-5.3984, 3.0927, 4.2268], [-1.2521, 6.2817, -4.2355], [3.9694, 4.7241, 2.1884], [3.7485, 5.8300, -0.0911], [1.6011, -3.8436, 3.6788], [-2.9556, -3.9351, -4.9417], [3.7241, 3.5456, 3.1563], [-2.9835, 4.5070, -3.7534], [-2.6103, 1.6370, 3.9668], [-2.3953, -0.9191, 3.5253], [-4.5260, 2.6728, 5.4556], [-2.0515, -8.0531, 1.3270], [-1.9166, -5.5014, 1.3359], [6.2664, -1.3309, 0.3759], [-0.5736, 0.2518, 4.7353], [0.9861, -1.9457, -3.9400], [-1.2622, -7.9038, 4.4283], [-0.8599, 0.6707, 2.4101], [0.3700, 1.3215, 2.9255], [-6.1217, 2.3153, 3.9806], [-4.1358, 1.0183, -4.8635], [1.3274, -3.3476, 4.6100], [1.9492, 3.5892, -7.2630], [3.0254, -1.4997, 0.0681], [-2.6236, 1.4559, -2.7083], [3.7630, -1.7763, 3.8420], [-0.4725, -0.7916, 5.0340], [4.3913, 3.5241, -2.0003], [-0.5626, -0.2121, 1.8441], [-1.8909, -4.7287, 2.1042], [2.6643, 3.3642, 3.3351], [-1.8305, 2.3966, 4.0218], [-4.9155, -1.6815, -3.6390], [-4.0144, -3.7281, -5.0976], [-0.9616, -6.3332, -0.3710], [-3.2729, 4.8939, -2.7764], [-2.8546, -7.7601, 0.6508], [5.1033, -1.9353, -1.3516], [-3.1268, 3.4291, -3.6775], [-3.0587, -5.8270, 3.6226], [4.4148, 3.0446, 0.3062], [-2.9849, 1.2146, 6.1075], [2.4764, -0.0899, 1.7658], [1.4726, -2.0497, 2.5633], [-3.2263, -7.4994, 5.2307], [3.2737, -5.0159, 4.6514], [-3.3694, -0.7034, 3.0864], [6.9033, -2.1770, 0.1176], [1.4543, 1.1144, 4.8092], [1.2459, -0.4460, 3.9370], [-3.2973, -8.8097, 4.0499], [6.7949, -0.3936, 0.2019], [1.0590, 4.9139, -5.4727], [1.1907, 1.4254, -7.9686], [0.5799, 0.7837, -2.9558], [-5.0687, 2.6929, 6.4007], [-0.6358, 0.7859, 5.6835], [-1.2635, -6.6260, -3.8168], [-2.4168, 7.0186, -2.5467], [1.2713, 4.0244, 1.7050], [2.8476, 2.5245, -0.0511], [-1.1832, -8.2355, 0.6938], [2.2296, -3.3032, 1.7537], [-3.2650, -5.5312, -3.4399], [-1.2974, 3.1819, 0.0390], [-1.3542, 2.9296, -4.8423], [-1.7208, 4.1969, -5.9466], [-1.4871, -2.7408, 0.8844], [4.4284, 5.5600, 4.6316], [-2.9072, -5.3565, 0.9049], [-4.5386, -1.1294, -5.2386], [3.9850, -2.9721, 0.4453], [-1.8893, -1.6258, 2.8675], [1.1416, 1.3603, 2.1565], [1.2595, 3.5442, -4.8120], [-5.9419, 4.0303, 4.3434], [-1.3466, -3.0916, -3.8102], [0.0360, -7.4124, 2.6553], [0.3494, 6.1807, -1.6004], [-3.5711, 0.4269, -1.9085], [-1.8871, -1.0838, -2.2051], [-5.1956, 0.8191, -3.6553], [-1.4801, 1.3574, 1.8339], [0.3129, -4.1895, -0.9823], [4.8191, 5.8819, 0.1070], [-1.4983, -4.0746, -1.2410], [-4.7095, 3.0362, 3.3840], [-1.1966, 5.6745, -1.0124], [-3.8088, 3.4748, 5.6298], [-0.5502, 1.7962, -7.4948], [2.6100, 3.5387, -2.1473], [-1.0964, -1.4774, -5.6089], [3.5605, 5.6517, 2.5890], [1.8862, -5.9400, 4.2606], [4.2221, 5.9941, -2.1741], [-0.8511, 7.7981, -2.7183], [0.1093, -5.6366, 0.9478], [-0.4479, -2.0662, -0.3644], [-2.6415, -1.3231, 4.5072], [4.1413, 0.6627, 1.3570], [4.3110, -3.2141, 3.2118], [0.2925, 3.8422, -7.7196], [-0.9243, -8.9395, 4.3935], [-3.2319, 1.6239, 3.0715], [-0.6871, -5.0525, -4.2731], [1.2276, 4.6976, 0.0856], [-2.2971, -8.9774, 1.8500], [4.0703, 2.6474, 2.6451], [-1.1688, -6.2937, -5.5389], [-4.0585, -6.9427, 2.6640], [4.7980, 4.8148, 6.2401], [-3.3466, -6.0941, -5.0942], [2.5556, 5.9122, -1.9400], [5.9485, -0.4734, 2.3956], [3.3250, 6.8144, 0.1080], [-1.1664, 3.7281, -2.1984], [-2.3604, -3.6294, -5.8021], [0.2945, 2.3758, 3.1916], [-0.2354, 6.4507, -4.5901], [5.0524, 4.7669, 2.0722], [5.9964, -2.1458, 2.5450], [2.9216, -5.4248, 2.9609], [-4.2278, 0.5985, 4.9075], [-2.7669, -1.5132, -6.3159], [-1.0415, -7.4138, 5.3766], [-1.9129, 6.6478, -5.0213], [0.9678, -1.2775, -2.3063], [-2.0697, 0.0518, -5.7091], [0.4993, 1.3178, -6.3340], [4.3584, 2.6941, 5.0304], [-3.6779, 4.8971, -4.4976], [0.2580, -3.0478, 0.9017], [-2.9774, -3.0837, -2.9493], [-1.1111, -0.1827, -3.3720], [5.5726, 3.5481, 4.2538], [3.5435, 0.3365, 3.0012], [0.6827, -4.1711, 3.1916], [1.3660, 5.7806, 1.4763], [-0.4688, -5.9869, 3.5581], [0.3641, 4.2103, -2.8060], [3.1329, 4.8017, 5.5735], [4.6246, -0.3490, -0.8230]]}